# C3H10N2O

A cluster of 2 separate species, C3H10N2O in total (ωB97M-V/def2-TZVPD, the OMol25 dataset).

```
! wB97M-V def2-TZVPD RIJCOSX def2/J DEFGRID3
* xyz 0 1
O -1.74097 2.41423 0.59195
N 0.33382 -1.51648 -0.48041
N -1.78831 -1.66680 -1.51943
C -0.90450 -1.05119 -0.82674
C 1.51149 0.58416 0.01743
C 0.96156 -0.72513 0.60773
H -2.63602 -1.39387 -1.02727
H 2.54813 0.72135 0.42616
H 0.50706 -2.56125 -0.62628
H -1.39650 2.11843 1.47534
H 1.47169 0.51965 -1.13718
H -1.01526 2.80574 0.17716
H 1.00514 1.49680 0.43870
H 0.27096 -0.47120 1.45661
H 1.76789 -1.30843 1.01691
H -0.89615 0.03399 -0.59067
*
```

SMILES	[H]/N=C/NCC.O
ΔE to the lowest compared entry with this formula, charge and spin	2.294	eV
calculated total energy	-8299.2100	eV
lowest unoccupied orbital energy	0.5762	eV

***

# C3H10N2O

A structure of composition C3H10N2O (ωB97M-V/def2-TZVPD, the OMol25 dataset).

```
! wB97M-V def2-TZVPD RIJCOSX def2/J DEFGRID3
* xyz 0 1
O -0.11355 -1.77512 -1.21991
N -0.24125 1.18376 -0.86770
N -1.86571 -0.11389 1.13669
C -0.49223 -0.40351 0.92567
C 1.79853 0.36214 0.18770
C 0.30805 0.42308 0.09059
H 2.11219 -0.61936 0.54082
H -1.24385 1.32368 -0.82588
H -2.49756 -0.78628 0.71928
H 2.14750 1.12881 0.88846
H -0.35386 -1.52935 0.00296
H -2.21165 0.81309 0.91809
H 0.35633 1.77253 -1.43182
H -0.01627 -0.59841 1.89039
H 0.03684 -1.71650 -2.17718
H 2.27648 0.53533 -0.77818
*
```

ΔE to the lowest compared entry with this formula, charge and spin	3.466	eV
calculated total energy	-8298.0385	eV
lowest unoccupied orbital energy	0.6344	eV

***

# C3H10N2O

A cluster of 2 separate species, C3H10N2O in total (ωB97M-V/def2-TZVPD, the OMol25 dataset).

```
! wB97M-V def2-TZVPD RIJCOSX def2/J DEFGRID3
* xyz 0 1
O -2.62438 0.86407 -1.57390
N -0.46016 -1.11713 0.64598
N 0.88224 -0.33734 -1.87694
C 0.65871 -0.29296 0.58459
C 0.95889 0.34660 1.92103
C 1.10234 0.20936 -0.58492
H -0.05609 -0.66941 -2.04612
H 1.59816 1.17819 -0.48199
H -3.30785 1.23025 -1.00877
H 0.11341 0.97070 2.21469
H 1.05410 -0.40274 2.70680
H -0.81239 -1.62191 -0.14901
H -1.82662 1.37873 -1.42185
H 1.52767 -1.07343 -2.12133
H 1.80587 0.99071 1.70692
H -0.61391 -1.65370 1.48483
*
```

SMILES	C/C(N)=C/N.O
ΔE to the lowest compared entry with this formula, charge and spin	1.463	eV
calculated total energy	-8300.0408	eV
lowest unoccupied orbital energy	0.8515	eV

***

# C3H10N2O

A structure of composition C3H10N2O (ωB97M-V/def2-TZVPD, the OMol25 dataset).

```
! wB97M-V def2-TZVPD RIJCOSX def2/J DEFGRID3
* xyz 0 1
O -1.41092 0.26126 -1.37341
N -0.26517 -0.33240 -1.29264
N 0.74103 1.47690 -0.19728
C 0.56878 0.08695 -0.28744
C -1.87936 -0.08995 1.19271
C 1.82415 -0.72298 -0.10019
H 1.59918 1.84895 -0.57889
H 2.62543 -0.38343 -0.76024
H -1.99278 0.32724 2.18752
H 2.16826 -0.62242 0.92780
H -2.14137 -1.14219 1.18506
H -0.09206 1.95671 -0.52280
H 1.65998 -1.77208 -0.33577
H -0.58457 -0.02595 0.86287
H -0.30162 -1.34663 -1.44082
H -2.51895 0.48001 0.53353
*
```

ΔE to the lowest compared entry with this formula, charge and spin	4.542	eV
calculated total energy	-8296.9618	eV
lowest unoccupied orbital energy (spin up / spin down)	0.2291 / 0.2270	eV

***

# C3H10N2O

A cluster of 2 separate species, C3H10N2O in total (ωB97M-V/def2-TZVPD, the OMol25 dataset).

```
! wB97M-V def2-TZVPD RIJCOSX def2/J DEFGRID3
* xyz 0 1
O 0.82092 0.98068 -3.61957
N -1.39640 -0.47070 -0.80034
N -0.04550 1.30558 0.78566
C 0.86907 -0.46925 2.24851
C -0.48522 -0.92888 0.24780
C 0.14159 -0.05850 0.99526
H 0.07765 1.58130 -3.65857
H 0.47686 0.17444 -3.21657
H 1.28516 -1.45296 2.05867
H 1.56751 0.29972 2.56865
H 0.81825 1.79482 0.96901
H 0.12396 -0.62494 3.01698
H -1.42401 -1.25368 -1.44004
H -0.17029 -1.93576 0.29708
H -0.38119 1.45087 -0.14735
H -2.27837 -0.39275 -0.30517
*
```

SMILES	C/C(N)=C/N.O
ΔE to the lowest compared entry with this formula, charge and spin	1.313	eV
calculated total energy	-8300.1910	eV
lowest unoccupied orbital energy	0.8098	eV

***

# C3H10N2O

A cluster of 3 separate species, C3H10N2O in total (ωB97M-V/def2-TZVPD, the OMol25 dataset).

```
! wB97M-V def2-TZVPD RIJCOSX def2/J DEFGRID3
* xyz 0 1
O -1.84836 1.10007 0.81105
N -0.45363 -0.46842 0.37629
N 0.59144 1.59914 -0.29634
C 1.40042 -1.18293 0.31570
C 0.27011 0.63431 0.60569
C -0.97070 -0.71493 -0.98026
H 1.78493 -1.24698 1.32800
H 2.08136 -0.71744 -0.39275
H -2.22093 0.64587 1.57581
H -0.06751 1.70628 -1.05377
H -1.19895 -1.77763 -1.06358
H -1.88843 -0.14586 -1.10345
H 0.65893 0.76341 1.60780
H 1.04459 -2.13957 -0.04996
H 1.06753 2.40213 0.08335
H -0.25079 -0.45745 -1.76358
*
```

ΔE to the lowest compared entry with this formula, charge and spin	5.583	eV
calculated total energy	-8295.9206	eV
lowest unoccupied orbital energy (spin up / spin down)	0.7389 / 0.7388	eV

***

# C3H10N2O

A cluster of 2 separate species, C3H10N2O in total (ωB97M-V/def2-TZVPD, the OMol25 dataset).

```
! wB97M-V def2-TZVPD RIJCOSX def2/J DEFGRID3
* xyz 0 1
O -2.00672 -0.82917 0.23656
N 1.43519 0.15420 0.58635
N -0.37959 -0.17676 -1.29784
C -1.78556 1.51767 -0.23633
C 2.38495 -0.93486 0.71043
C -1.19526 0.13627 -0.30906
H 3.38975 -0.56006 0.93757
H 0.25136 0.14120 0.71265
H -0.98372 2.25354 -0.32577
H -2.30294 -1.46784 -0.42547
H 2.10101 -1.61009 1.52042
H -2.29085 1.66507 0.72016
H 2.45090 -1.50833 -0.22137
H 1.67185 0.72778 -0.22744
H -2.50411 1.67746 -1.04542
H -0.23626 -1.18608 -1.33544
*
```

SMILES	[H]/N=C(/C)O.CN
ΔE to the lowest compared entry with this formula, charge and spin	3.194	eV
calculated total energy	-8298.3105	eV
lowest unoccupied orbital energy	0.1441	eV

***

# C3H10N2O

A cluster of 2 separate species, C3H10N2O in total (ωB97M-V/def2-TZVPD, the OMol25 dataset).

```
! wB97M-V def2-TZVPD RIJCOSX def2/J DEFGRID3
* xyz 0 1
O 0.40261 -0.61653 1.01592
N -1.54161 -0.68025 -1.25460
N 1.29799 1.50128 0.71541
C -0.11992 -0.40445 -1.55770
C -1.95872 -0.70641 -0.05602
C 1.38517 0.17243 1.41170
H 0.36279 -1.36772 -1.81645
H -2.20393 -0.82485 -2.01283
H 2.13639 2.06594 0.89349
H 0.36870 -0.08232 -0.63284
H 0.51075 2.01068 1.10932
H 2.40721 -0.27317 1.19889
H 1.30990 0.36259 2.51094
H -2.99933 -1.12808 0.11010
H -0.10557 0.32926 -2.36527
H -1.25241 -0.35841 0.72993
*
```

ΔE to the lowest compared entry with this formula, charge and spin	4.215	eV
calculated total energy	-8297.2886	eV
lowest unoccupied orbital energy	-0.1350	eV